# 1
Entry from OMol25: 2 unconnected molecules or ions with the total composition C6H4BrF3IN in a non-equilibrium geometry (the ωB97M-V functional and the def2-TZVPD basis).

Relative energy (zero: lowest compared OMol25 entry of this formula, charge and spin) ... 2.3327 eV
Calculated total energy ... -94065.5698 eV
Molar mass ... 353.9 g/mol
Expectation value of S² ... 2.0142
Total charge ... 0
Multiplicity ... 3
HOMO energy (spin up / spin down) ... -0.24968 / -0.35454 hartree

Atoms and positions in Å:
C1 1.148 -1.324 -2.368
C2 1.632 -2.094 -1.634
C3 -0.112 1.384 1.239
C4 -1.022 1.685 0.210
C5 2.040 1.167 0.402
C6 2.024 1.976 -0.925
N1 1.111 0.887 1.134
F1 1.576 3.233 -0.837
F2 3.168 2.142 -1.559
F3 1.197 1.273 -1.703
Br1 -2.654 2.294 0.774
I1 3.814 0.051 0.742
H1 0.956 -0.466 -2.986
H2 1.929 -2.865 -0.969
H3 -0.454 1.179 2.201
H4 -0.919 1.548 -0.805



# 2
Entry from OMol25: 5 unconnected molecules or ions with the total composition C29H56ClN3O18S (the ωB97M-V functional and the def2-TZVPD basis).

Calculated total energy ... -95662.9959 eV
Molar mass ... 802.3 g/mol
Structure (SMILES) ... CCOCCO[C@@H]1[C@H](N)[C@@H](CN)[C@@](C[C@@H](C)Cl)(OC#N)OS1(=O)=O.CCOC(=O)OC.CCOC(=O)OC.CCOC(=O)OC.CCOC(=O)OC
Total charge ... 0
HOMO energy ... -0.35266 hartree

Atoms and positions in Å:
C1 3.814 0.370 -0.201
C2 2.706 1.199 -0.809
O1 2.355 2.249 0.076
C3 1.316 3.081 -0.390
C4 0.009 2.806 0.314
O2 -0.254 1.399 0.284
C5 -1.516 1.033 0.684
C6 -1.565 -0.403 1.244
N1 -0.520 -0.547 2.252
C7 -1.553 -1.580 0.237
C8 -2.541 -2.669 0.717
N2 -2.065 -4.048 0.637
C9 -1.839 -1.120 -1.197
C10 -0.631 -0.569 -1.940
C11 -0.734 -0.454 -3.469
C12 -1.981 0.153 -4.078
Cl1 0.703 0.513 -3.981
O3 -2.403 -2.238 -1.974
C13 -1.587 -3.209 -2.193
N3 -0.870 -4.085 -2.412
O4 -2.970 -0.261 -1.168
S1 -2.764 1.248 -0.649
O5 -4.014 1.582 -0.058
O6 -2.197 2.014 -1.708
H1 4.330 -0.160 -1.004
H2 3.415 -0.369 0.493
H3 4.537 0.995 0.322
H4 1.831 0.564 -0.992
H5 3.008 1.610 -1.781
H6 1.181 2.982 -1.472
H7 1.600 4.111 -0.161
H8 0.058 3.139 1.356
H9 -0.791 3.346 -0.197
H10 -1.933 1.694 1.453
H11 -2.534 -0.431 1.751
H12 0.073 -1.346 2.075
H13 -0.908 -0.668 3.178
H14 -0.551 -2.018 0.223
H15 -2.811 -2.443 1.749
H16 -3.464 -2.575 0.138
H17 -1.990 -4.476 1.549
H18 -1.186 -4.155 0.149
H19 -0.350 0.390 -1.515
H20 0.202 -1.242 -1.722
H21 -0.542 -1.430 -3.912
H22 -1.967 -0.012 -5.155
H23 -2.879 -0.317 -3.680
H24 -2.021 1.223 -3.887
C14 2.730 6.149 5.321
C15 1.341 5.556 5.381
O7 0.346 6.463 4.865
C16 0.276 6.536 3.539
O8 0.927 5.889 2.757
O9 -0.648 7.440 3.216
C17 -0.827 7.633 1.809
H25 2.760 7.103 5.847
H26 3.438 5.469 5.796
H27 3.043 6.303 4.289
H28 1.030 5.385 6.409
H29 1.283 4.616 4.833
H30 -1.047 6.687 1.317
H31 0.067 8.071 1.368
H32 -1.667 8.314 1.717
C18 10.408 1.603 1.913
C19 10.464 3.058 2.321
O10 9.770 3.905 1.385
C20 8.442 3.908 1.497
O11 7.798 3.328 2.333
O12 7.948 4.717 0.560
C21 6.522 4.829 0.564
H33 10.800 1.476 0.903
H34 11.015 1.009 2.596
H35 9.386 1.229 1.945
H36 11.485 3.432 2.305
H37 10.047 3.211 3.316
H38 6.156 5.124 1.545
H39 6.064 3.885 0.272
H40 6.285 5.594 -0.169
C22 -3.803 -4.402 -5.569
C23 -3.160 -3.034 -5.602
O13 -2.619 -2.717 -6.897
C24 -3.512 -2.337 -7.809
O14 -4.692 -2.177 -7.626
O15 -2.866 -2.093 -8.949
C25 -3.703 -1.653 -10.023
H41 -3.092 -5.162 -5.894
H42 -4.113 -4.635 -4.549
H43 -4.679 -4.436 -6.214
H44 -2.294 -3.003 -4.942
H45 -3.860 -2.253 -5.305
H46 -4.281 -0.780 -9.726
H47 -4.382 -2.448 -10.326
H48 -3.025 -1.405 -10.833
C26 -4.332 -8.049 5.890
C27 -3.828 -6.640 5.672
O16 -3.443 -6.414 4.302
C28 -4.452 -6.204 3.455
O17 -5.619 -6.133 3.744
O18 -3.943 -6.064 2.232
C29 -4.907 -5.842 1.194
H49 -3.585 -8.774 5.568
H50 -4.531 -8.205 6.951
H51 -5.254 -8.221 5.338
H52 -2.915 -6.458 6.234
H53 -4.574 -5.899 5.957
H54 -5.545 -4.995 1.441
H55 -5.522 -6.729 1.054
H56 -4.318 -5.633 0.307



# 3
Entry from OMol25: a molecular structure, C41H36BCaN4PS7Te (the ωB97M-V functional and the def2-TZVPD basis).

Relative energy (zero: lowest compared OMol25 entry of this formula, charge and spin) ... 0.0000 eV
Calculated total energy ... -160612.9391 eV
Molar mass ... 1018.7 g/mol
Total charge ... -2
HOMO energy ... -0.06820 hartree

Atoms and positions in Å:
Ca1 1.058 -0.587 1.373
S1 1.065 3.852 7.769
C1 1.085 2.906 6.388
S2 1.172 3.524 4.797
C2 1.125 2.022 3.903
C3 1.053 0.902 4.667
S3 0.949 -0.771 4.167
S4 1.017 1.198 6.391
S5 1.165 2.137 2.160
C4 3.858 -3.195 1.927
N1 2.539 -3.777 1.809
C5 1.660 -3.999 2.859
C6 0.552 -4.540 2.317
N2 0.741 -4.654 0.956
B1 -0.313 -5.185 -0.039
N3 -0.671 -4.035 -1.047
C7 -0.652 -4.181 -2.413
C8 -1.132 -3.047 -2.971
N4 -1.434 -2.198 -1.925
C9 -2.083 -0.912 -2.037
C10 -1.144 -2.817 -0.753
S6 -1.415 -2.110 0.794
C11 1.973 -4.195 0.638
S7 2.703 -4.116 -0.892
H1 3.867 -2.537 2.796
H2 4.069 -2.630 1.022
H3 4.620 -3.970 2.030
H4 1.891 -3.698 3.866
H5 -0.384 -4.810 2.769
H6 -1.307 -5.483 0.592
H7 0.121 -6.107 -0.696
H8 -0.256 -5.073 -2.861
H9 -1.246 -2.748 -3.998
H10 -1.997 -0.575 -3.070
H11 -1.602 -0.194 -1.376
H12 -3.136 -0.988 -1.758
C12 2.167 -1.552 -6.198
C13 2.214 -2.336 -5.050
C14 1.919 -1.781 -3.816
C15 1.587 -0.427 -3.704
C16 1.540 0.349 -4.858
C17 1.826 -0.212 -6.099
P1 1.282 0.153 -1.990
C18 0.774 1.906 -2.233
C19 -0.412 2.184 -2.918
C20 -0.883 3.481 -3.043
C21 -0.183 4.531 -2.462
C22 0.984 4.269 -1.761
C23 1.462 2.969 -1.650
C24 2.953 0.301 -1.292
C25 4.032 0.810 -2.023
C26 5.252 0.982 -1.399
C27 5.372 0.650 -0.048
C28 4.287 0.137 0.645
C29 3.023 -0.093 0.052
H13 2.397 -1.986 -7.164
H14 2.480 -3.384 -5.116
H15 1.949 -2.397 -2.921
H16 1.286 1.400 -4.791
H17 1.790 0.407 -6.987
H18 -0.977 1.370 -3.359
H19 -1.808 3.671 -3.575
H20 -0.560 5.544 -2.535
H21 1.522 5.074 -1.277
H22 2.361 2.778 -1.077
H23 3.911 1.089 -3.066
H24 6.097 1.387 -1.945
H25 6.322 0.795 0.458
H26 4.440 -0.100 1.696
Te1 -1.801 2.611 1.144
C30 -3.880 2.638 0.572
C31 -4.541 1.457 0.234
C32 -5.867 1.473 -0.178
C33 -6.553 2.678 -0.276
C34 -5.905 3.861 0.048
C35 -4.579 3.838 0.469
C36 -2.270 1.789 3.030
C37 -2.180 2.584 4.169
C38 -2.446 2.043 5.419
C39 -2.815 0.710 5.535
C40 -2.912 -0.082 4.401
C41 -2.632 0.453 3.151
H27 -4.013 0.512 0.299
H28 -6.364 0.544 -0.430
H29 -7.586 2.693 -0.601
H30 -6.432 4.806 -0.023
H31 -4.083 4.765 0.730
H32 -1.875 3.619 4.082
H33 -2.339 2.661 6.303
H34 -2.999 0.283 6.514
H35 -3.168 -1.131 4.484
H36 -2.676 -0.181 2.275



# 4
Entry from OMol25: a molecular structure, C47H77AsN5Si4SnTe (the ωB97M-V functional and the def2-TZVPD basis).

Calculated total energy ... -162908.0096 eV
Molar mass ... 1145.7 g/mol
Total charge ... +1
HOMO energy ... -0.35669 hartree

Atoms and positions in Å:
Sn1 0.431 1.798 -0.348
C1 -4.604 1.888 2.290
C2 -3.343 1.531 2.755
C3 -2.333 1.208 1.864
C4 -2.565 1.215 0.484
C5 -3.835 1.557 0.017
C6 -4.837 1.888 0.920
N1 -1.496 0.886 -0.347
N2 -1.683 1.178 -1.741
C7 -0.937 0.179 -2.455
C8 -1.528 -0.679 -3.352
C9 -0.698 -1.542 -4.052
C10 0.669 -1.504 -3.821
C11 1.163 -0.628 -2.870
N3 0.368 0.194 -2.188
H1 -5.391 2.156 2.982
H2 -3.147 1.493 3.821
H3 -1.357 0.888 2.213
H4 -4.033 1.544 -1.047
H5 -5.821 2.138 0.543
H6 -2.597 -0.637 -3.508
H7 -1.111 -2.226 -4.782
H8 1.345 -2.154 -4.359
H9 2.222 -0.560 -2.661
N4 1.458 -2.383 -0.484
C12 1.830 -3.364 -0.978
N5 2.265 -4.484 -1.523
C13 2.054 -5.777 -0.861
C14 3.399 -6.367 -0.376
C15 4.576 -5.520 -0.866
C16 4.453 -5.266 -2.368
C17 3.165 -4.472 -2.678
H10 1.570 -6.445 -1.575
H11 1.366 -5.622 -0.034
H12 3.507 -7.381 -0.762
H13 3.412 -6.430 0.713
H14 5.511 -6.037 -0.650
H15 4.598 -4.565 -0.333
H16 4.435 -6.225 -2.889
H17 5.319 -4.713 -2.733
H18 2.644 -4.905 -3.536
H19 3.392 -3.433 -2.913
C18 3.140 -2.286 1.992
Si1 3.786 -0.709 1.237
C19 5.338 -0.257 2.179
C20 4.295 -0.810 -0.558
Si2 2.334 1.112 1.629
Si3 3.496 3.141 1.346
C21 4.953 3.335 2.496
C22 2.366 4.582 1.671
C23 4.084 3.243 -0.429
Si4 1.306 0.890 3.737
C24 2.816 0.796 4.841
C25 0.357 2.415 4.214
C26 0.310 -0.663 3.959
H20 3.673 -3.152 1.585
H21 2.078 -2.421 1.801
H22 3.302 -2.273 3.075
H23 6.051 -1.086 2.135
H24 5.141 -0.045 3.233
H25 5.825 0.619 1.749
H26 4.970 -1.657 -0.723
H27 4.828 0.100 -0.851
H28 3.431 -0.924 -1.207
H29 4.631 3.376 3.540
H30 5.469 4.273 2.270
H31 5.679 2.528 2.408
H32 2.019 4.595 2.709
H33 1.488 4.550 1.030
H34 2.893 5.522 1.478
H35 4.913 2.556 -0.617
H36 4.432 4.255 -0.655
H37 3.287 2.999 -1.139
H38 3.482 1.649 4.686
H39 3.393 -0.116 4.664
H40 2.512 0.797 5.892
H41 1.047 3.229 4.454
H42 -0.260 2.224 5.098
H43 -0.299 2.753 3.413
H44 0.933 -1.544 3.785
H45 -0.533 -0.727 3.270
H46 -0.074 -0.711 4.983
C27 -1.641 4.972 3.036
Te1 -1.424 4.196 1.074
C28 -0.475 5.995 0.417
H47 -2.196 5.903 2.943
H48 -0.671 5.153 3.493
H49 -2.218 4.261 3.624
H50 0.210 6.341 1.189
H51 -1.241 6.748 0.242
H52 0.076 5.817 -0.504
C29 -1.160 -4.103 2.189
As1 -1.286 -2.568 0.966
C30 -1.624 -3.665 -0.624
C31 -3.175 -2.052 1.374
C32 -4.211 -3.131 1.260
C33 -4.902 -3.330 0.064
C34 -5.853 -4.333 -0.057
C35 -6.135 -5.160 1.022
C36 -5.462 -4.970 2.221
C37 -4.512 -3.963 2.337
H53 -1.973 -4.808 2.007
H54 -1.193 -3.784 3.231
H55 -0.210 -4.614 2.015
H56 -2.507 -4.286 -0.479
H57 -0.764 -4.310 -0.804
H58 -1.770 -3.033 -1.501
H59 -3.405 -1.239 0.688
H60 -3.161 -1.639 2.384
H61 -4.700 -2.672 -0.776
H62 -6.383 -4.464 -0.992
H63 -6.883 -5.938 0.934
H64 -5.685 -5.600 3.073
H65 -4.009 -3.807 3.285
C38 -0.314 4.508 -3.072
C39 -0.913 3.113 -3.319
C40 0.046 2.388 -4.265
C41 -1.084 2.475 -1.936
C42 -2.339 3.230 -3.881
C43 -2.741 2.526 -5.012
C44 -4.047 2.615 -5.483
C45 -4.979 3.399 -4.823
C46 -4.592 4.100 -3.687
C47 -3.286 4.021 -3.229
H66 0.703 4.409 -2.685
H67 -0.899 5.083 -2.352
H68 -0.278 5.072 -4.004
H69 1.025 2.301 -3.790
H70 0.163 2.971 -5.179
H71 -0.276 1.387 -4.547
H72 -1.677 3.165 -1.342
H73 -2.039 1.900 -5.546
H74 -4.330 2.071 -6.376
H75 -5.994 3.470 -5.192
H76 -5.309 4.712 -3.155
H77 -3.017 4.591 -2.346



- Which value of total charge does entry 1 give?
  0



- The lowest calculated total energy belongs to which entry?
  C47H77AsN5Si4SnTe